[1]
{"formula": "C10H10InNO3", "method": "wB97M-V/def2-TZVPD", "symbols": ["O", "C", "O", "C", "C", "C", "O", "N", "C", "C", "C", "C", "C", "C", "H", "H", "H", "H", "H", "H", "H", "H", "H", "H", "In"], "positions_angstrom": [[-2.711, 0.985, 3.728], [-2.492, 0.508, 2.621], [-2.673, 1.403, 1.772], [-2.030, -0.836, 2.289], [-0.970, -0.627, 1.192], [0.336, -1.272, 1.589], [0.454, -1.930, 2.552], [1.479, -1.005, 0.732], [1.283, -0.404, -0.549], [1.016, -1.181, -1.680], [0.839, -0.564, -2.907], [0.947, 0.817, -2.997], [1.242, 1.583, -1.880], [1.397, 0.986, -0.637], [-2.893, -1.357, 1.884], [-1.692, -1.386, 3.163], [-1.334, -1.016, 0.252], [-0.747, 0.439, 1.075], [1.928, -1.909, 0.596], [0.948, -2.250, -1.556], [0.627, -1.167, -3.771], [0.832, 1.290, -3.959], [1.379, 2.665, -2.001], [1.637, 1.524, 0.264], [1.201, 4.701, -1.771]], "forces_ev_per_angstrom": [[-0.554, 1.076, 0.073], [0.572, -2.021, 0.362], [-0.132, 1.246, -0.047], [-0.026, -0.086, -0.216], [-0.667, 0.254, 0.384], [1.277, 0.832, -0.979], [-0.049, -0.952, 1.144], [-1.215, -0.605, -0.782], [-0.065, 0.111, 0.408], [0.141, 0.414, 0.065], [0.072, -0.326, 0.587], [0.084, 0.235, -0.338], [-0.027, -0.336, 0.339], [-0.135, 0.006, -0.286], [-0.218, -0.212, 0.009], [0.270, -0.035, 0.097], [0.144, 0.002, -0.411], [0.127, 0.144, -0.373], [0.410, 0.076, 0.440], [-0.038, -0.235, -0.185], [-0.057, -0.018, -0.273], [-0.041, 0.065, -0.162], [0.080, -1.252, -0.048], [0.112, 0.229, 0.114], [-0.066, 1.387, 0.077]], "mulliken_charge": [-0.204, 0.733, -0.304, -0.589, -0.660, 0.536, -0.395, -0.209, -0.273, -0.304, -0.784, -0.444, 0.141, 0.296, 0.347, 0.428, 0.462, 0.356, 0.426, 0.456, 0.442, 0.434, -0.357, 0.596, 0.869], "charge": 2, "homo_lumo_gap_ha": 0.118, "lumo_ev": -12.618}

[2]
{"formula": "C7H15N4", "method": "wB97M-V/def2-TZVPD", "symbols": ["C", "C", "C", "C", "C", "C", "C", "N", "N", "N", "N", "H", "H", "H", "H", "H", "H", "H", "H", "H", "H", "H", "H", "H", "H", "H"], "positions_angstrom": [[3.393, -0.903, -1.479], [-1.787, 2.068, 1.627], [2.213, -1.436, -1.679], [-0.625, 1.640, 1.136], [0.629, 0.379, -0.404], [-1.857, 3.321, 2.340], [0.352, -2.791, -1.028], [1.261, 1.010, -1.209], [1.346, -1.816, -0.681], [-0.416, 0.420, 0.351], [-1.040, -0.851, 0.859], [4.116, -0.350, -2.111], [3.729, -0.702, -0.406], [-2.671, 1.437, 1.483], [1.952, -1.771, -2.687], [0.238, 2.375, 1.132], [-1.384, 3.229, 3.355], [-1.446, 4.149, 1.867], [-2.845, 3.558, 2.672], [0.071, -3.223, -0.126], [-0.644, -2.341, -1.582], [0.780, -3.682, -1.676], [2.251, 1.105, -1.245], [-1.828, -0.602, 1.399], [1.890, -2.075, 0.096], [-1.219, -1.454, 0.084]], "forces_ev_per_angstrom": [[2.247, 2.224, 2.492], [0.480, -2.311, -1.280], [0.693, -1.344, -2.520], [0.645, 1.365, -0.704], [-0.517, 0.902, -0.507], [-0.542, -0.265, 3.386], [-1.312, -1.033, -3.319], [-0.865, -0.080, 0.615], [-0.465, 1.103, -0.821], [-0.965, -1.749, 1.688], [2.649, 1.750, -0.452], [-0.870, -1.263, -0.437], [-0.671, -0.418, -1.113], [0.130, 0.308, 0.257], [-0.401, 0.627, 0.183], [-0.803, -1.471, 0.008], [0.122, -0.004, -0.931], [0.842, 1.403, -1.044], [-0.885, 0.225, -0.383], [-0.953, -0.895, 1.490], [2.697, -0.999, 1.171], [-0.877, 1.931, 0.996], [0.839, -0.011, -0.200], [-1.004, 0.375, 0.338], [0.346, -0.376, 1.594], [-0.560, 0.002, -0.507]], "mulliken_charge": [-1.049, -0.001, 0.029, -0.219, 0.534, -1.359, -1.176, -0.329, -0.048, 0.288, -0.474, 0.389, 0.281, 0.307, 0.319, 0.261, 0.300, 0.387, 0.372, 0.508, 0.292, 0.361, 0.345, 0.277, 0.240, 0.165], "charge": 1, "homo_lumo_gap_ha": 0.331, "lumo_ev": -3.813}